No. 1
This record from OMol25 describes a structure of composition C35H58FeGeN8O6P2S3. The level of theory is the ωB97M-V functional and the def2-TZVPD basis.

Structure (XYZ):
```
114
Properties=species:S:1:pos:R:3:forces:R:3
Fe 0.07517 -0.39391 -1.16139 0.03 -0.35 -1.36
N -2.17373 1.55709 2.13261 0.13 -0.18 0.25
C -2.47853 2.09959 0.77171 0.05 0.10 -0.55
C -3.74043 2.93009 0.78051 0.04 -0.03 0.06
P -0.94953 3.27179 0.52861 -0.03 -1.01 0.77
O 0.47377 1.34599 1.37191 0.50 -0.18 0.50
O -1.12643 4.00669 -0.75889 -0.19 0.97 -0.72
O 0.12947 1.90779 0.08881 0.16 0.04 0.02
P -2.83933 0.50269 -0.27389 -0.35 0.29 0.14
O -3.80403 -0.12311 1.00151 -0.24 0.33 0.34
O -1.27353 0.40239 -2.73559 0.52 -1.35 0.06
O -1.57193 -0.34081 -0.04379 0.04 -0.47 0.50
H -1.17643 1.25949 2.07221 -0.24 -0.18 0.29
H -2.79713 0.73679 2.25851 0.05 0.02 0.11
H -2.28493 2.25809 2.86601 0.05 -0.11 -0.05
H -3.67283 3.77019 1.47551 -0.04 0.14 0.08
H -4.61033 2.32109 1.02631 -0.15 0.05 0.07
H -3.87693 3.33709 -0.22099 -0.05 0.02 -0.03
H 1.03967 0.56669 1.10571 -0.56 0.73 0.10
H -3.77553 -1.07601 0.91301 -0.02 -0.39 0.04
S 1.89157 -1.14861 0.50081 -0.48 -0.63 0.76
C 1.59217 -1.80091 2.07531 4.07 3.10 -1.17
N 2.48157 -1.51921 3.08731 -1.44 -1.01 -1.52
C 2.52577 -2.44371 4.19051 -0.46 -0.41 0.83
C 1.09837 -2.66271 4.68051 0.71 0.23 0.45
N 0.29907 -3.15381 3.58901 0.41 1.01 -1.02
C -0.92033 -3.83781 3.93311 -0.38 -0.55 -0.11
C -1.89013 -2.97481 4.69721 0.00 0.13 0.11
C -2.09123 -1.65121 4.32171 0.04 -0.07 0.00
C -2.98023 -0.85341 5.01831 -0.02 0.08 0.00
C -3.68213 -1.36841 6.09531 -0.09 0.01 0.06
C -3.49213 -2.68681 6.47101 -0.08 0.01 0.08
C -2.59733 -3.48391 5.77861 0.11 -0.06 -0.13
C 0.49947 -2.63451 2.32601 -4.19 -3.45 0.09
S -0.56513 -3.05811 1.07201 0.96 0.52 1.19
C 3.60327 -0.62451 2.92021 0.27 0.52 -0.18
C 3.69117 0.30929 4.09491 0.12 -0.04 0.18
C 2.74307 1.31389 4.25511 -0.01 -0.09 -0.05
C 2.78977 2.14469 5.36031 -0.08 0.08 0.00
C 3.77917 1.97889 6.31681 0.03 0.02 0.06
C 4.72927 0.98549 6.15821 0.08 0.06 0.12
C 4.68587 0.15689 5.05111 -0.04 -0.02 -0.11
H 3.13247 -2.01391 4.99101 -0.10 -0.06 -0.11
H 2.96767 -3.40481 3.88091 0.00 0.23 0.01
H 0.71067 -1.70941 5.07571 -0.02 -0.22 -0.02
H 1.07827 -3.40541 5.48441 0.03 0.12 -0.08
H -0.67103 -4.72831 4.52091 0.02 0.09 -0.03
H -1.37833 -4.15621 2.98791 0.13 -0.05 0.32
H -1.54303 -1.25971 3.47691 0.03 0.11 -0.15
H -3.13503 0.17649 4.72941 0.00 0.07 -0.05
H -4.37703 -0.74481 6.63831 -0.04 0.04 0.04
H -4.03703 -3.09441 7.31021 -0.03 -0.02 0.05
H -2.44793 -4.51251 6.07861 0.03 -0.08 0.03
H 3.42357 -0.06481 2.00171 0.20 -0.09 0.11
H 4.53357 -1.19641 2.80691 -0.14 0.01 -0.07
H 1.97477 1.44359 3.50531 -0.09 0.08 -0.10
H 2.05937 2.93319 5.47431 -0.06 0.03 -0.02
H 3.81237 2.62559 7.18171 0.00 0.05 0.04
H 5.50837 0.85669 6.89421 0.07 0.00 0.08
H 5.43307 -0.61431 4.92471 0.09 -0.09 -0.02
C -0.01803 -3.81571 -5.54279 0.03 -0.17 -0.10
N -0.23203 -2.86601 -4.47809 -0.11 -0.19 -0.26
C -0.10563 -1.48801 -4.87399 -0.09 0.24 0.20
C -0.28553 -3.24531 -3.17799 0.15 -0.04 -0.09
N -0.02393 -2.45071 -2.20709 -0.10 0.70 1.17
N -0.62753 -4.60671 -3.02939 0.11 0.03 0.26
C -0.21303 -5.28031 -1.81959 0.08 0.08 -0.13
C -1.99023 -4.92971 -3.40329 -0.09 -0.09 -0.07
H 0.88337 -3.54051 -6.09989 -0.02 -0.01 -0.01
H -0.86003 -3.82001 -6.24249 0.01 0.01 -0.04
H 0.10707 -4.81431 -5.13219 0.03 0.06 -0.13
H -0.71953 -1.32031 -5.76049 -0.02 0.03 -0.06
H 0.93247 -1.23551 -5.11189 0.02 -0.01 0.01
H -0.46343 -0.84671 -4.07509 0.06 0.09 -0.10
H -0.18053 -2.89291 -1.30319 -0.09 -0.16 -0.28
H -0.82583 -5.03031 -0.94609 -0.07 0.00 0.06
H 0.82207 -5.02911 -1.60389 0.08 0.00 0.08
H -0.28403 -6.35531 -1.99429 0.00 -0.01 0.08
H -2.31153 -4.30471 -4.23069 -0.02 0.00 -0.07
H -2.68233 -4.77111 -2.56689 -0.04 0.02 0.02
H -2.04933 -5.97651 -3.70639 -0.05 -0.03 -0.01
C 4.35937 1.46389 -2.97749 -0.29 0.38 0.37
Ge 2.69477 1.68529 -1.87299 0.34 -0.40 -0.84
C 1.73587 3.26829 -2.60349 0.34 -0.28 0.28
C 3.39037 2.12259 -0.05969 -0.22 -0.02 -0.43
C 1.72397 0.00379 -2.19949 -0.11 0.63 0.74
H 4.98007 2.35159 -2.91019 0.22 0.22 -0.03
H 4.12917 1.29499 -4.02479 -0.17 -0.04 -0.16
H 4.94737 0.62039 -2.62829 0.03 -0.19 0.14
H 2.42017 4.10249 -2.72849 0.20 0.14 -0.02
H 0.94537 3.57149 -1.92849 -0.15 0.06 0.11
H 1.29827 3.03679 -3.57039 -0.04 -0.13 -0.17
H 4.21477 2.82109 -0.16599 0.17 0.12 -0.07
H 3.76757 1.23309 0.43081 0.12 -0.20 0.06
H 2.63917 2.58369 0.56811 -0.23 0.05 0.15
H 2.42627 -0.82361 -2.09329 0.35 -0.07 -0.14
H 1.42257 0.03819 -3.24389 0.08 0.12 -0.24
C -1.28513 6.48189 -4.04169 0.03 -0.01 0.05
C -1.60663 5.06329 -4.36109 -0.12 -0.21 -0.29
C -1.88133 4.59829 -5.62319 -0.07 -0.29 0.04
C -2.11543 3.20339 -5.78469 0.21 0.63 0.13
N -1.96033 2.36019 -4.80209 -0.07 -0.70 0.09
C -1.66973 2.82049 -3.57889 0.05 0.50 0.57
S -1.38123 1.82509 -2.24329 0.09 1.06 -0.84
N -1.58323 4.18459 -3.34879 -0.01 -0.43 -0.23
C -2.53363 2.62579 -7.09589 -0.02 0.01 -0.03
H -1.64993 7.15209 -4.81369 -0.04 0.02 -0.04
H -0.20213 6.58559 -3.97419 0.06 0.03 0.02
H -1.70243 6.76499 -3.07949 -0.06 0.06 0.09
H -1.92523 5.26609 -6.46519 -0.03 0.14 -0.07
H -1.39143 4.43459 -2.36649 0.10 0.09 0.14
H -3.20623 3.29879 -7.62219 -0.02 0.04 -0.09
H -3.01973 1.66929 -6.92189 0.00 0.00 -0.02
H -1.65573 2.45399 -7.71809 0.06 0.02 -0.08
```
Positions in Å, forces in eV/Å.

Values from the calculation:
- LUMO: -0.064 Eh
- 2S+1: 1
- HOMO-LUMO gap: 4.69 eV

---

No. 2
This record from OMol25 describes a structure of composition C14H19CuNO2S. The level of theory is the ωB97M-V functional and the def2-TZVPD basis.

Structure (XYZ):
```
38
Properties=species:S:1:pos:R:3:forces:R:3
Cu -0.69363 0.10133 0.06922 -0.16 0.08 -0.11
C 1.17513 -1.35836 -6.21114 0.02 0.08 -0.10
C 1.06169 -1.70946 -4.76370 0.14 -0.03 0.06
C -0.17179 -1.75754 -4.12057 0.09 -0.02 0.07
C -0.25020 -2.05993 -2.77310 -0.14 0.03 0.07
C 0.91108 -2.31060 -2.06359 0.21 -0.04 0.45
C 2.14984 -2.24889 -2.67992 -0.04 -0.05 0.16
C 2.21857 -1.96094 -4.02841 -0.16 -0.02 -0.05
S 0.82908 -2.69149 -0.30345 -0.55 -0.67 -1.01
C 0.00542 -4.31383 -0.47933 0.32 0.38 0.24
O -0.28395 -1.81940 0.23476 -0.07 -0.04 0.36
H 0.20095 -1.29741 -6.68750 -0.04 -0.01 -0.07
H 1.78612 -2.08511 -6.74396 -0.02 -0.04 -0.04
H 1.66726 -0.39142 -6.30920 0.00 0.08 -0.10
H -1.07530 -1.56311 -4.68138 -0.05 0.01 -0.04
H -1.20666 -2.09029 -2.27079 -0.12 -0.01 0.04
H 3.04502 -2.42192 -2.10422 0.18 -0.05 0.05
H 3.17841 -1.92802 -4.52108 0.11 0.04 -0.05
H -0.84755 -4.23317 -1.14597 0.00 0.18 -0.06
H -0.32152 -4.63173 0.50596 0.07 0.04 0.13
H 0.73218 -5.01495 -0.87439 0.13 -0.09 -0.08
C -6.70971 0.47548 -0.83118 -0.17 0.03 -0.01
C -5.25855 0.67210 -0.58082 0.42 0.00 0.06
C -4.36410 0.95808 -1.60815 -0.10 -0.03 0.17
C -3.01196 1.01765 -1.34101 -0.06 -0.02 -0.04
N -2.50546 0.80206 -0.12179 -0.01 0.04 -0.04
C -3.36565 0.60624 0.88581 -0.16 -0.04 0.05
C -4.72880 0.54371 0.70194 0.01 0.04 -0.22
H -6.93131 0.53052 -1.89292 -0.12 0.02 -0.03
H -7.29020 1.22896 -0.30094 -0.10 0.04 -0.02
H -7.01870 -0.49974 -0.45519 -0.06 -0.01 -0.02
H -4.72556 1.10995 -2.61261 0.02 0.02 -0.14
H -2.29944 1.22429 -2.12785 0.03 -0.04 -0.04
H -2.93624 0.47009 1.86765 0.04 -0.03 0.05
H -5.38252 0.36640 1.54010 -0.03 -0.05 0.17
O 1.05467 1.19656 0.30581 -0.06 -0.10 -0.17
H 1.49681 0.88220 1.10083 0.15 0.22 0.12
H 0.77874 2.10826 0.45021 0.25 0.06 0.17
```
Positions in Å, forces in eV/Å.

Values from the calculation:
- LUMO: -0.093 Eh
- Net charge: +1
- 2S+1: 1
- HOMO-LUMO gap: 9.21 eV

---

| no. | E (Ha) | HOMO (eV) | largest force on an atom (Eh/bohr) |
| --- | --- | --- | --- |
| 1 | -7475.71825 | -6.434 | 0.106 |
| 2 | -2788.57890 | -11.748 | 0.026 |